Entry 1:
Computed, not measured: a molecular structure, C26H29N2O3Yb, with ωB97M-V/def2-TZVPD.

Atoms and positions in Å:
C 2.84 0.49 1.65
C 2.73 -0.33 0.49
C 2.02 0.41 -0.51
H 3.15 -1.32 0.38
C 1.71 1.69 0.03
C 2.23 1.74 1.36
H 1.22 2.49 -0.51
C -1.52 -2.00 1.49
C -0.39 -2.64 0.89
C -0.47 -2.45 -0.52
H 0.36 -3.23 1.42
C -1.65 -1.72 -0.80
C -2.28 -1.42 0.44
H 1.76 0.08 -1.51
H 2.20 2.60 2.04
H 3.38 0.24 2.57
H -3.25 -0.92 0.53
H 0.22 -2.83 -1.28
H -1.78 -2.00 2.54
Yb 0.30 -0.03 1.36
C -2.34 -1.57 -2.14
C -3.80 -2.00 -2.00
C -1.74 -2.48 -3.21
H -3.85 -3.03 -1.63
H -4.25 -1.97 -3.00
H -4.37 -1.34 -1.35
H -1.77 -3.52 -2.86
H -0.71 -2.21 -3.45
H -2.34 -2.39 -4.12
C -2.38 -0.08 -2.60
C -1.14 0.51 -3.25
H -2.74 0.56 -1.78
H -3.16 -0.05 -3.38
O -0.18 -0.17 -3.62
N -1.25 1.86 -3.43
C -0.32 2.70 -4.18
H -2.13 2.29 -3.15
C 1.04 2.12 -4.42
C 2.15 2.73 -3.84
H 2.00 3.65 -3.27
C 3.42 2.15 -3.94
H 4.27 2.59 -3.41
C 3.59 0.99 -4.71
H 4.55 0.49 -4.74
C 2.50 0.46 -5.42
H 2.63 -0.41 -6.07
C 1.23 1.01 -5.26
H 0.40 0.60 -5.82
H -0.23 3.62 -3.60
H -0.78 2.97 -5.16
O -2.75 2.46 -0.41
C -2.43 2.36 0.77
C -3.05 3.11 1.96
C -2.38 2.53 3.20
C -1.41 1.52 2.62
O -0.64 0.76 3.29
N -1.44 1.50 1.26
H -2.85 4.18 1.87
H -4.14 2.95 1.98
H -1.83 3.29 3.77
H -3.10 2.02 3.86

Output
Highest occupied orbital energy (alpha / beta) = -7.67 / -7.67 eV
Multiplicity = 2
Kohn-Sham gap (alpha / beta) = 7.885 / 7.202 eV
ΔE to the lowest compared entry with this formula, charge and spin = 0.0 kJ/mol

---

Entry 2:
Computed, not measured: C26H29N5O2 in the gas phase, with ωB97M-V/def2-TZVPD.

Atoms and positions in Å:
C -2.89 -2.08 -1.41
N -2.92 -0.70 -1.85
C -1.89 0.15 -1.72
O -2.01 1.34 -1.98
C -0.55 -0.41 -1.26
H 0.23 0.06 -1.86
H -0.50 -1.48 -1.39
C -0.26 -0.05 0.23
N 0.76 0.99 0.30
C 0.17 2.29 0.07
C -0.83 2.66 1.16
N -1.74 1.55 1.37
C -1.56 0.29 0.96
O -2.40 -0.57 1.18
H -2.63 1.75 1.82
H -0.32 2.89 2.11
H -1.41 3.54 0.87
H -0.35 2.26 -0.89
H 0.96 3.05 0.02
C 1.62 0.91 1.46
H 1.08 0.51 2.34
C 2.89 0.03 1.25
C 3.92 0.69 0.37
C 5.26 0.57 0.70
C 6.25 1.14 -0.09
C 5.89 1.84 -1.23
C 4.56 1.96 -1.57
C 3.58 1.38 -0.78
H 2.54 1.48 -1.05
H 4.28 2.50 -2.46
H 6.66 2.28 -1.85
H 7.28 1.04 0.19
H 5.55 0.03 1.60
C 2.53 -1.36 0.78
C 2.54 -1.70 -0.57
C 2.17 -2.97 -0.97
C 1.78 -3.92 -0.04
C 1.78 -3.59 1.31
C 2.16 -2.32 1.71
H 2.15 -2.07 2.76
H 1.49 -4.32 2.04
H 1.49 -4.91 -0.36
H 2.18 -3.22 -2.02
H 2.84 -0.97 -1.31
H 3.33 -0.07 2.25
H 1.97 1.91 1.71
H 0.14 -0.94 0.71
C -4.23 -0.13 -2.09
C -4.84 0.19 -0.76
N -5.60 -0.74 -0.19
C -6.00 -0.53 1.06
C -5.61 0.61 1.76
N -4.88 1.56 1.18
C -4.52 1.36 -0.07
H -3.93 2.14 -0.54
H -5.88 0.77 2.79
H -6.62 -1.29 1.50
H -4.85 -0.84 -2.64
H -4.10 0.79 -2.68
H -2.25 -2.68 -2.06
H -3.91 -2.48 -1.47
H -2.56 -2.16 -0.38

Output
Highest occupied orbital energy = -8.38 eV
Multiplicity = 1
SMILES = CN(Cc1cnccn1)C(=O)C[C@@H]1C(=O)NCCN1CC(c1ccccc1)c1ccccc1
Kohn-Sham gap = 9.113 eV
ΔE to the lowest compared entry with this formula, charge and spin = 26.9 kJ/mol

---

Entry 3:
Computed, not measured: a molecular structure, C26H30Cl2N5ORhS, with ωB97M-V/def2-TZVPD.

Atoms and positions in Å:
Rh -1.25 -1.22 -0.33
C 3.53 -2.99 1.72
C 2.30 -3.68 1.26
N 1.98 -4.91 1.46
N 0.77 -5.08 0.86
C 0.31 -3.97 0.30
S -1.11 -3.68 -0.55
N 1.28 -3.06 0.54
N 1.15 -1.75 0.12
H 4.16 -3.72 2.22
H 3.29 -2.19 2.43
H 4.07 -2.57 0.88
H 0.34 -5.99 0.85
H 1.66 -1.13 0.74
H 1.49 -1.63 -0.84
Cl -2.94 0.96 -0.40
C -3.70 0.32 -1.86
Cl -3.18 -1.37 -2.05
H -3.37 0.89 -2.72
H -4.78 0.35 -1.75
C 1.66 0.28 4.15
C 1.40 0.88 2.93
C 0.32 0.48 2.16
C -0.54 -0.53 2.62
C -0.27 -1.13 3.87
C 0.82 -0.73 4.62
N -1.60 -0.95 1.84
C -2.82 -1.21 2.38
C -3.72 -2.07 1.72
C -4.97 -2.31 2.24
C -5.37 -1.68 3.43
C -4.50 -0.81 4.08
C -3.24 -0.58 3.58
H 2.51 0.59 4.75
H 2.04 1.69 2.58
H 0.09 0.98 1.23
H -0.91 -1.93 4.21
H 1.02 -1.20 5.57
H -3.40 -2.58 0.82
H -5.64 -2.99 1.75
H -6.35 -1.87 3.83
H -4.82 -0.31 4.98
H -2.58 0.13 4.07
C 3.19 4.70 -5.21
C 2.41 3.80 -4.31
C 1.75 4.29 -3.18
C 1.01 3.48 -2.35
C 0.35 4.11 -1.15
C 0.92 2.09 -2.64
C 0.14 1.32 -1.73
O -0.04 0.08 -1.70
C 1.58 1.57 -3.80
C 1.55 0.13 -4.24
C 2.31 2.44 -4.59
H 3.17 5.73 -4.86
H 2.79 4.66 -6.22
H 4.23 4.37 -5.26
H 1.83 5.35 -2.96
H 0.54 5.18 -1.14
H 0.74 3.71 -0.22
H -0.73 3.97 -1.16
H -0.35 1.91 -0.95
H 0.88 -0.48 -3.65
H 2.55 -0.29 -4.19
H 1.24 0.08 -5.28
H 2.81 2.04 -5.47

Output
Total charge = +2
Highest occupied orbital energy (alpha / beta) = -13.51 / -14.04 eV
Multiplicity = 5
Kohn-Sham gap (alpha / beta) = 7.928 / 6.384 eV

---

Entry 4:
Computed, not measured: 14 unconnected molecules or ions with the total composition C26H30Cl56N4O2, with ωB97M-V/def2-TZVPD.

Atoms and positions in Å:
C 4.76 3.02 1.90
O 3.35 3.13 1.96
C 2.61 2.36 1.02
C 1.69 1.38 1.72
C 2.46 0.33 2.55
C 2.27 -1.09 1.99
C 3.17 -1.29 0.77
C 2.74 -2.45 -0.11
C 3.24 -2.34 -1.57
N 4.55 -1.73 -1.62
C 3.17 -3.75 -2.25
O 4.42 -4.22 -2.71
C 4.51 -4.27 -4.12
C 4.29 -2.93 -4.82
C 3.34 -2.98 -6.03
N 3.17 -1.55 -6.39
N 2.01 -3.53 -5.75
N 3.92 -3.73 -7.13
H 5.11 2.75 0.91
H 5.18 3.99 2.16
H 5.12 2.29 2.63
H 3.27 1.85 0.31
H 1.99 3.05 0.44
H 1.14 0.84 0.95
H 1.00 1.96 2.33
H 3.53 0.55 2.46
H 2.22 0.36 3.61
H 1.23 -1.24 1.69
H 2.53 -1.82 2.77
H 4.20 -1.40 1.12
H 3.08 -0.38 0.18
H 3.08 -3.40 0.30
H 1.65 -2.45 -0.14
H 2.52 -1.71 -2.08
H 4.77 -1.33 -2.52
H 5.27 -2.38 -1.33
H 2.74 -4.48 -1.56
H 2.48 -3.72 -3.10
H 5.51 -4.63 -4.34
H 3.81 -5.02 -4.51
H 3.86 -2.19 -4.15
H 5.24 -2.56 -5.20
H 2.71 -1.52 -7.30
H 2.53 -1.12 -5.73
H 1.63 -3.04 -4.95
H 2.06 -4.52 -5.51
H 3.16 -3.92 -7.79
H 4.55 -3.10 -7.62
C -0.79 5.06 2.68
Cl -1.56 5.20 4.26
Cl -0.80 6.64 1.89
Cl 0.86 4.48 2.83
Cl -1.72 3.91 1.69
C 2.38 2.04 -4.27
Cl 2.77 2.15 -2.56
Cl 1.83 3.61 -4.86
Cl 3.82 1.53 -5.15
Cl 1.10 0.83 -4.49
C -4.18 3.67 6.90
Cl -5.55 3.40 7.97
Cl -4.55 4.98 5.79
Cl -2.75 4.08 7.86
Cl -3.85 2.20 5.97
C -1.82 3.70 -1.52
Cl -0.86 2.56 -2.46
Cl -3.37 2.97 -1.09
Cl -0.94 4.12 -0.04
Cl -2.10 5.16 -2.47
C -3.99 9.13 7.06
Cl -4.65 9.61 8.62
Cl -3.10 7.62 7.23
Cl -5.31 8.90 5.90
Cl -2.91 10.39 6.46
C -4.22 7.80 -0.70
Cl -3.87 7.53 -2.40
Cl -3.39 9.27 -0.15
Cl -5.96 8.00 -0.47
Cl -3.65 6.43 0.25
C -8.66 4.07 5.05
Cl -8.31 3.82 3.33
Cl -7.81 5.51 5.62
Cl -10.40 4.27 5.27
Cl -8.11 2.66 5.96
C -9.60 8.81 -1.99
Cl -8.98 7.28 -2.62
Cl -9.74 8.71 -0.23
Cl -8.49 10.12 -2.42
Cl -11.19 9.14 -2.69
C 2.81 -7.88 -1.53
Cl 3.01 -7.27 -3.17
Cl 2.63 -9.63 -1.58
Cl 4.23 -7.45 -0.57
Cl 1.38 -7.15 -0.80
C -8.94 1.28 10.17
Cl -7.41 0.63 9.59
Cl -8.63 2.40 11.50
Cl -9.73 2.14 8.85
Cl -10.00 -0.02 10.73
C 5.00 -0.05 -9.67
Cl 3.93 1.15 -8.97
Cl 5.93 0.69 -10.98
Cl 6.11 -0.66 -8.44
Cl 4.05 -1.39 -10.32
C 1.90 -8.53 -6.78
Cl 1.43 -8.96 -8.42
Cl 2.83 -7.02 -6.81
Cl 0.47 -8.32 -5.78
Cl 2.91 -9.81 -6.10
C -6.22 -3.09 12.06
Cl -4.96 -2.47 10.98
Cl -6.51 -4.80 11.70
Cl -5.69 -2.92 13.73
Cl -7.70 -2.17 11.80
C 4.95 -13.22 -2.12
Cl 5.22 -14.81 -2.84
Cl 5.86 -13.10 -0.61
Cl 5.50 -11.96 -3.23
Cl 3.23 -13.00 -1.79

Output
Highest occupied orbital energy = -7.38 eV
Multiplicity = 1
Kohn-Sham gap = 7.207 eV

---

Entry 5:
Computed, not measured: a molecular structure, C26H30CrFN3Sb, with ωB97M-V/def2-TZVPD.

Atoms and positions in Å:
Cr -1.40 1.68 -0.69
C 3.97 3.06 0.05
C 3.22 2.07 -0.57
C 1.84 2.13 -0.59
C 1.17 3.19 0.02
C 1.91 4.20 0.63
C 3.30 4.13 0.64
N -0.24 3.21 -0.05
N -0.79 4.37 0.28
C -2.16 4.32 0.08
C -2.90 5.47 0.37
C -4.27 5.46 0.18
C -4.90 4.32 -0.30
C -4.15 3.18 -0.59
C -2.77 3.15 -0.41
H 5.05 3.02 0.06
H 3.72 1.24 -1.07
H 1.27 1.38 -1.13
H 1.39 5.03 1.09
H 3.86 4.91 1.13
H -2.39 6.35 0.75
H -4.86 6.35 0.41
H -5.97 4.31 -0.45
H -4.67 2.30 -0.95
C -2.84 0.20 -0.15
C -2.57 -1.23 -0.14
C -2.24 -1.92 -1.32
C -2.04 -3.29 -1.33
C -2.16 -4.02 -0.15
C -2.44 -3.35 1.05
C -2.63 -1.98 1.04
C -1.96 -5.44 -0.15
N -1.79 -6.58 -0.15
H -3.36 0.54 0.74
H -3.44 0.46 -1.03
H -2.14 -1.35 -2.24
H -1.80 -3.80 -2.25
H -2.52 -3.91 1.97
H -2.86 -1.48 1.97
C 1.11 -3.87 2.33
C 1.19 -3.50 0.85
Sb 1.05 -1.37 0.56
C 1.58 -1.32 -1.55
C 1.92 -2.67 -2.18
C 3.02 -0.96 1.36
C 4.18 -1.71 0.71
H 1.11 -4.95 2.47
H 0.19 -3.48 2.78
H 1.95 -3.46 2.89
H 0.38 -3.96 0.29
H 2.13 -3.85 0.41
H 2.42 -0.63 -1.64
H 0.73 -0.86 -2.05
H 2.79 -3.13 -1.72
H 2.13 -2.56 -3.25
H 1.09 -3.37 -2.08
H 2.97 -1.18 2.43
H 3.16 0.11 1.27
H 4.06 -2.80 0.79
H 5.14 -1.46 1.17
H 4.26 -1.48 -0.36
F -1.00 0.77 -2.23

Output
Total charge = -1
Highest occupied orbital energy (alpha / beta) = -3.76 / -5.05 eV
Multiplicity = 5
Kohn-Sham gap (alpha / beta) = 6.459 / 7.408 eV
ΔE to the lowest compared entry with this formula, charge and spin = 39.3 kJ/mol

---

Entry 6:
Computed, not measured: a molecular structure, C26H30F5FeN6O4S2Si, with ωB97M-V/def2-TZVPD.

Atoms and positions in Å:
Fe -1.35 -1.05 1.56
C 2.19 4.51 2.17
C 2.15 3.21 1.35
N 1.00 2.88 0.55
C 0.65 3.79 -0.54
C 1.73 4.03 -1.58
C -0.24 2.38 1.16
C -0.10 1.48 2.46
N 0.12 0.05 2.23
C 1.29 -0.46 2.69
C 2.40 -0.72 1.84
F 2.31 -0.33 0.55
C 3.60 -1.32 2.25
F 4.51 -1.50 1.27
C 3.83 -1.47 3.59
C 2.77 -1.14 4.45
F 2.99 -1.13 5.78
C 1.50 -0.80 4.03
F 0.45 -0.95 4.88
H 3.07 4.48 2.86
H 2.31 5.44 1.57
H 1.27 4.68 2.77
H 3.02 3.18 0.65
H 2.30 2.33 2.03
H -0.27 3.39 -0.99
H 0.42 4.77 -0.07
H 1.87 3.06 -2.10
H 1.35 4.77 -2.29
H 2.66 4.36 -1.14
H -0.82 3.23 1.53
H -0.85 1.87 0.38
H 0.66 1.90 3.13
H -1.06 1.57 3.04
H 4.75 -1.85 3.94
S -3.77 1.02 1.18
C -5.02 -0.10 1.51
C -6.28 0.45 1.18
N -7.38 0.83 1.04
C -4.91 -1.42 1.96
S -3.43 -2.09 2.45
C -6.10 -2.15 2.19
N -7.07 -2.78 2.32
C 1.30 -5.29 0.24
Si 0.24 -3.72 -0.06
C -1.30 -4.30 -0.97
C 1.44 -2.63 -1.03
C -0.38 -2.91 1.50
H 1.32 -5.95 -0.64
H 0.85 -5.85 1.09
H 2.34 -4.97 0.46
H -0.94 -4.66 -1.96
H -1.95 -3.43 -1.17
H -1.92 -5.03 -0.42
H 1.38 -2.98 -2.05
H 2.43 -2.61 -0.60
H 1.02 -1.64 -0.98
H 0.48 -2.94 2.25
H -1.23 -3.47 1.88
F -0.96 3.58 -5.39
C -0.69 2.30 -5.12
C -1.17 1.70 -4.01
N -0.98 0.31 -3.77
C -1.76 -0.46 -2.84
C -1.62 0.04 -1.36
O -1.52 1.25 -1.16
O -1.67 -0.90 -0.55
C -0.03 -0.39 -4.55
O 0.36 -1.53 -4.37
N 0.61 0.36 -5.55
C 0.15 1.56 -6.08
O 0.48 2.04 -7.17
H -1.65 2.20 -3.15
H -1.48 -1.54 -2.95
H -2.82 -0.35 -3.13
H 1.15 -0.20 -6.21

Output
Total charge = -2
Highest occupied orbital energy (alpha / beta) = -1.63 / -1.67 eV
Multiplicity = 6
Kohn-Sham gap (alpha / beta) = 5.757 / 5.788 eV
ΔE to the lowest compared entry with this formula, charge and spin = 50.2 kJ/mol

---

Calculated maximum force in order - 0.04618; 0.01264; 0.01867; 0.27966; 0.00728; 0.05991 Eh/bohr